{
  "formula": "C5H15NS",
  "method": "wB97M-V/def2-TZVPD",
  "symbols": ["C", "C", "C", "N", "H", "H", "H", "H", "H", "H", "H", "H", "H", "C", "C", "S", "H", "H", "H", "H", "H", "H"],
  "coordinates": [[2.076489, 0.790365, 1.179213], [1.523911, 1.216992, -0.182441], [2.088152, 0.403125, -1.333058], [0.046475, 1.092080, -0.196817], [1.668172, 1.424800, 1.978081], [1.782952, -0.269117, 1.389566], [3.159697, 0.855234, 1.179691], [1.768862, 2.301413, -0.353609], [1.728939, -0.625236, -1.247399], [3.182683, 0.422451, -1.285253], [1.758102, 0.802612, -2.320676], [-0.416821, 1.435074, 0.629090], [-0.368935, 1.536303, -0.992713], [-2.412069, -1.291174, 1.076576], [-2.622888, -1.538620, -0.407144], [-1.115813, -1.288559, -1.404987], [-2.126024, -0.223500, 1.236954], [-1.613551, -1.938914, 1.486505], [-3.351855, -1.494395, 1.609474], [-3.410065, -0.898591, -0.812834], [-2.927096, -2.551808, -0.561752], [-0.419316, -0.160537, -0.666467]],
  "atomic_forces_ev_per_a": [[-0.81, -0.67, -0.11], [-0.10, 1.31, 0.02], [-0.11, 0.13, -0.41], [0.82, 0.19, 0.35], [0.18, -0.15, -0.15], [0.24, 0.77, -0.15], [0.10, 0.05, 0.06], [0.05, -0.82, 0.23], [0.19, -0.01, -0.09], [-0.21, -0.05, -0.14], [0.25, -0.26, 0.68], [0.06, 0.12, 0.32], [-0.08, 0.51, -0.43], [0.14, 0.46, 0.17], [0.42, 0.72, -0.02], [0.30, -0.17, -0.13], [-0.23, -0.78, 0.09], [-0.39, 0.34, -0.22], [0.28, 0.13, 0.07], [0.00, -0.02, 0.18], [-0.19, -0.69, -0.17], [-0.92, -1.10, -0.16]],
  "gap_ev": 8.47,
  "smiles": "CC(C)N.CCS",
  "total_energy_ev": -17753.096,
  "spin_multiplicity": 1
}

{
  "formula": "C28H51N5O8PPr",
  "method": "wB97M-V/def2-TZVPD",
  "symbols": ["Pr", "O", "C", "O", "C", "N", "C", "C", "N", "C", "C", "N", "C", "C", "N", "C", "C", "C", "C", "O", "O", "C", "C", "O", "O", "C", "C", "O", "O", "H", "H", "H", "H", "H", "H", "H", "H", "H", "H", "H", "H", "H", "H", "H", "H", "H", "H", "H", "H", "H", "H", "H", "H", "C", "C", "C", "C", "P", "N", "C", "C", "C", "C", "C", "C", "C", "C", "H", "H", "H", "H", "H", "H", "H", "H", "H", "H", "H", "H", "H", "H", "H", "H", "H", "H", "H", "H", "H", "H", "H", "H", "H", "H", "H"],
  "coordinates": [[-2.258486, -0.164533, -1.138370], [-3.870357, -2.196122, -4.546792], [-3.083740, -2.003311, -3.620028], [-3.350987, -1.687275, -2.411414], [-1.570917, -2.150676, -3.901508], [-0.814485, -0.899074, -3.696629], [-1.027839, 0.032413, -4.802789], [-2.413121, 0.681654, -4.825711], [-2.927065, 1.109085, -3.519054], [-2.593958, 2.497797, -3.187823], [-1.118460, 2.751303, -2.923126], [-0.579422, 1.978737, -1.790529], [0.851288, 1.694819, -1.956007], [1.346284, 0.538105, -1.088844], [0.494715, -0.656560, -1.157384], [0.981958, -1.620490, -2.156875], [0.615110, -1.211722, -3.573080], [0.424348, -1.422611, 0.192683], [-0.860349, -2.298175, -0.007355], [-0.744152, -3.380887, -0.569491], [-1.962537, -1.749046, 0.377559], [-0.770568, 2.730786, -0.522570], [-2.130968, 2.452151, 0.164998], [-2.940581, 3.363266, 0.242285], [-2.202598, 1.246092, 0.626718], [-4.403774, 1.002037, -3.524809], [-5.065857, 1.091319, -2.130626], [-6.231615, 1.462673, -2.100080], [-4.319419, 0.746332, -1.144391], [-1.437531, -2.537074, -4.918844], [-1.219980, -2.896179, -3.183950], [-0.884366, -0.474838, -5.771173], [-0.259810, 0.799622, -4.730665], [-3.111317, -0.043345, -5.233617], [-2.375965, 1.533264, -5.522580], [-3.156126, 2.776744, -2.294952], [-2.913010, 3.165379, -4.002449], [-0.994265, 3.825942, -2.743895], [-0.545484, 2.519149, -3.818719], [1.449755, 2.585117, -1.712127], [1.032550, 1.471954, -3.007142], [1.398672, 0.834591, -0.044168], [2.367440, 0.308814, -1.408981], [0.552150, -2.590210, -1.940679], [2.073678, -1.727137, -2.083222], [0.901728, -2.016442, -4.267513], [1.195826, -0.335134, -3.861362], [-0.541957, -0.226574, 1.530225], [1.301078, -2.065391, 0.275277], [-0.670854, 3.808492, -0.679627], [-0.018295, 2.403469, 0.191608], [-4.688595, 0.023555, -3.910779], [-4.857111, 1.769305, -4.161105], [1.766649, 0.934925, 4.846789], [0.801234, 0.740019, 3.666658], [-0.625756, 0.673013, 4.206858], [0.882950, 1.984404, 2.755972], [1.411807, -0.800576, 2.719867], [0.394260, -0.543884, 1.311649], [0.329632, -2.280005, 3.591524], [0.853873, -2.444150, 5.017723], [-1.200156, -2.369980, 3.578281], [0.850909, -3.490911, 2.793401], [3.650531, 0.375279, 1.740658], [4.566556, 0.221618, 2.938121], [4.027806, 1.695798, 1.077453], [4.023339, -0.762621, 0.802928], [1.418405, 1.759719, 5.482083], [2.765771, 1.177531, 4.478927], [1.843262, 0.035695, 5.462747], [-0.873606, 1.648373, 4.647379], [-0.730711, -0.076487, 4.989945], [-1.363729, 0.472803, 3.424649], [1.132152, 2.869754, 3.356052], [-0.081916, 2.168222, 2.278585], [1.656786, 1.854932, 1.998659], [0.441529, -1.697733, 5.703488], [1.949460, -2.355977, 5.037807], [0.591418, -3.436573, 5.415305], [-1.666239, -1.768583, 4.359005], [-1.509545, -3.413965, 3.749845], [-1.624789, -2.063405, 2.618763], [1.922856, -3.394743, 2.587745], [0.333006, -3.601880, 1.835526], [0.697184, -4.421212, 3.360017], [4.610158, 1.133890, 3.547624], [5.616793, -0.007217, 2.637356], [4.227382, -0.607863, 3.586630], [3.875013, 2.544779, 1.758015], [3.453143, 1.905186, 0.166231], [5.107048, 1.720941, 0.776063], [4.095225, -1.705645, 1.363761], [5.012147, -0.592013, 0.321575], [3.297517, -0.932645, -0.000224]],
  "atomic_forces_ev_per_a": [[0.15, 0.81, -1.46], [-0.12, -0.04, 0.20], [0.33, -0.09, -0.10], [-0.42, -0.72, -0.97], [-0.23, 0.00, 0.16], [-0.13, -0.35, -0.19], [-0.05, 0.09, 0.17], [0.13, -0.10, 0.12], [-0.53, 0.20, -0.10], [0.19, -0.04, 0.16], [-0.04, -0.15, 0.00], [-0.07, 0.45, 0.32], [-0.06, -0.19, -0.09], [-0.28, 0.06, -0.13], [0.33, -0.53, 0.63], [-0.10, 0.29, -0.22], [0.03, 0.10, 0.11], [-0.03, 0.26, -0.14], [0.55, -0.22, 0.73], [-0.21, -0.24, 0.07], [0.73, -0.96, 0.51], [-0.28, -0.11, 0.08], [0.64, 0.46, 0.23], [-0.12, -0.23, 0.17], [-0.09, 0.94, 0.39], [-0.05, -0.08, 0.25], [0.22, 0.17, -0.18], [0.04, -0.12, 0.13], [-0.85, 0.41, -0.31], [0.10, 0.05, -0.09], [0.12, 0.05, -0.01], [0.02, 0.00, -0.05], [0.06, 0.00, -0.01], [-0.08, 0.01, -0.02], [-0.03, 0.01, -0.05], [-0.09, 0.02, -0.01], [-0.05, 0.08, -0.04], [0.03, 0.08, 0.00], [0.07, -0.04, -0.01], [0.05, 0.01, -0.02], [-0.06, 0.02, -0.04], [0.06, 0.04, 0.10], [0.07, 0.00, 0.05], [-0.05, -0.10, 0.05], [0.03, 0.01, 0.01], [0.01, 0.00, -0.02], [-0.05, 0.03, -0.03], [-0.16, 0.02, -0.06], [0.05, -0.11, -0.08], [0.08, 0.05, -0.13], [0.10, -0.03, -0.06], [0.05, -0.04, -0.05], [0.01, 0.07, -0.08], [0.10, -0.04, -0.11], [0.26, 0.20, -0.06], [-0.02, -0.01, 0.03], [0.03, -0.06, 0.01], [-1.03, -0.49, 0.24], [0.13, -0.22, 0.23], [0.34, -0.05, -0.16], [0.08, 0.05, 0.04], [0.01, 0.09, -0.04], [0.00, 0.02, -0.06], [0.71, 0.43, -0.33], [-0.22, -0.10, 0.10], [-0.08, -0.10, 0.03], [-0.30, -0.05, 0.15], [-0.01, -0.03, -0.04], [-0.12, -0.04, 0.05], [-0.01, 0.07, 0.01], [-0.01, -0.03, -0.05], [-0.02, 0.03, -0.01], [0.04, 0.00, 0.06], [-0.08, -0.05, 0.00], [0.02, -0.03, -0.01], [0.00, 0.04, 0.07], [0.03, -0.04, -0.04], [-0.10, -0.03, 0.03], [0.01, 0.06, -0.03], [0.00, -0.01, -0.01], [0.03, 0.09, -0.01], [0.03, -0.04, 0.10], [-0.03, -0.07, 0.03], [0.07, -0.02, 0.10], [-0.07, 0.06, -0.05], [0.02, -0.05, 0.00], [-0.01, 0.02, 0.04], [0.12, 0.09, -0.03], [-0.01, -0.01, -0.06], [0.00, 0.01, -0.02], [-0.04, 0.04, -0.01], [-0.05, 0.03, -0.10], [0.05, -0.07, 0.04], [0.08, 0.01, -0.05]],
  "total_charge": -2,
  "gap_ev": 4.33,
  "total_energy_ev": -77057.072,
  "s_squared": 2.002,
  "spin_multiplicity": 3
}